{
  "formula": "C34H78ClNO13P",
  "method": "ωB97M-V/def2-TZVPD",
  "elements": ["C", "C", "C", "C", "C", "C", "N", "C", "C", "P", "O", "O", "C", "C", "O", "O", "Cl", "C", "C", "C", "C", "C", "C", "C", "O", "C", "H", "H", "H", "H", "H", "H", "H", "H", "H", "H", "H", "H", "H", "H", "H", "H", "H", "H", "H", "H", "H", "H", "H", "H", "H", "H", "H", "H", "H", "H", "C", "C", "O", "H", "H", "H", "H", "H", "H", "C", "C", "O", "H", "H", "H", "H", "H", "H", "C", "C", "O", "H", "H", "H", "H", "H", "H", "C", "C", "O", "H", "H", "H", "H", "H", "H", "C", "C", "O", "H", "H", "H", "H", "H", "H", "C", "C", "O", "H", "H", "H", "H", "H", "H", "C", "C", "O", "H", "H", "H", "H", "H", "H", "C", "C", "O", "H", "H", "H", "H", "H", "H"],
  "positions_angstrom": [[1.0885, -0.4616, 1.8842], [-0.0254, -0.7524, 0.8506], [0.3213, -1.8896, -0.1331], [-0.9256, -2.3878, -0.9111], [-1.5289, -1.3399, -1.8622], [-2.5404, -0.3977, -1.1980], [-3.1573, 0.5127, -2.2171], [-4.4339, 0.2799, -2.5365], [-5.1132, 1.0579, -3.4255], [-6.9059, 0.6357, -3.7481], [-7.6245, 2.1241, -3.6614], [-7.3230, -0.0812, -2.3055], [-4.4157, 2.1079, -4.0267], [-5.1390, 2.9955, -5.0395], [-5.3337, 4.1548, -4.7780], [-5.5819, 2.4086, -6.2127], [-4.4056, 1.3177, -6.7746], [-3.1074, 2.3270, -3.6794], [-2.4719, 1.5317, -2.7583], [-1.0495, 1.8231, -2.3598], [-0.0848, 2.0701, -3.5416], [1.3561, 2.1482, -2.9534], [2.1880, 3.3008, -3.5361], [1.9274, 4.6480, -2.8439], [2.2857, 4.6295, -1.4700], [1.1948, 4.7245, -0.5764], [1.5117, -1.3600, 2.3319], [1.8441, 0.1499, 1.3724], [0.6561, 0.2137, 2.6344], [-0.1200, 0.1632, 0.2479], [-0.9719, -1.0161, 1.3415], [0.7772, -2.7561, 0.3633], [1.0594, -1.5351, -0.8686], [-0.5669, -3.2111, -1.5396], [-1.6566, -2.8374, -0.2279], [-0.7397, -0.8195, -2.4169], [-2.0963, -1.8910, -2.6312], [-2.0905, 0.2758, -0.4629], [-3.3387, -0.9369, -0.6815], [-4.9292, -0.5639, -2.0655], [-7.3801, 2.5233, -2.8099], [-7.4260, 0.6405, -1.6640], [-2.5864, 3.1657, -4.1317], [-1.0736, 2.7496, -1.7628], [-0.5985, 1.0693, -1.7181], [-0.1723, 1.2493, -4.2674], [-0.2911, 2.9962, -4.0908], [1.8735, 1.1847, -2.9885], [1.2297, 2.3792, -1.8834], [3.2429, 3.0656, -3.3330], [2.0733, 3.4195, -4.6202], [0.8964, 4.9740, -3.0395], [2.5691, 5.3961, -3.3307], [1.3311, 3.9615, 0.2052], [0.2177, 4.5487, -1.0452], [1.1555, 5.6971, -0.0644], [5.7796, 2.7948, -0.9269], [6.3461, 4.0392, -1.5861], [5.5875, 4.3863, -2.7432], [5.7857, 1.9585, -1.6302], [6.3574, 2.5199, -0.0481], [4.7437, 2.9543, -0.6259], [7.3739, 3.8712, -1.9058], [6.3352, 4.8845, -0.8892], [4.6837, 4.5442, -2.4497], [1.4727, 7.0218, -7.1049], [0.2783, 7.0605, -6.1705], [0.6933, 6.9684, -4.8072], [2.0391, 6.1002, -6.9622], [1.1568, 7.0823, -8.1473], [2.1517, 7.8518, -6.8978], [-0.3871, 6.2196, -6.3656], [-0.2879, 7.9870, -6.3064], [1.2727, 7.7159, -4.6285], [0.4572, -7.6112, -0.2308], [0.2574, -6.1152, -0.0800], [-0.6713, -5.6157, -1.0420], [0.8206, -7.8546, -1.2302], [1.1743, -7.9807, 0.5026], [-0.4860, -8.1464, -0.0960], [1.1982, -5.5869, -0.2340], [-0.1129, -5.8765, 0.9226], [-1.5091, -6.0687, -0.9053], [-5.9318, -1.3590, 2.4636], [-5.4461, -2.6090, 1.7539], [-4.0760, -2.4779, 1.3676], [-5.8220, -0.4857, 1.8174], [-6.9797, -1.4538, 2.7507], [-5.3400, -1.1700, 3.3622], [-6.0246, -2.7834, 0.8474], [-5.5482, -3.4841, 2.4015], [-3.5603, -2.3356, 2.1684], [5.2211, 4.0266, 3.6246], [4.3704, 3.6720, 2.4197], [4.8391, 2.4786, 1.7958], [6.2624, 4.1597, 3.3290], [4.8695, 4.9455, 4.0965], [5.1966, 3.2230, 4.3647], [4.4136, 4.4663, 1.6740], [3.3243, 3.5311, 2.7147], [4.7926, 1.7709, 2.4471], [3.0297, -7.3100, 2.5912], [3.7345, -6.1962, 1.8399], [3.3534, -4.9170, 2.3454], [1.9476, -7.1967, 2.5114], [3.3132, -8.2865, 2.1950], [3.2776, -7.2806, 3.6552], [3.4686, -6.2181, 0.7835], [4.8201, -6.3024, 1.9249], [3.5983, -4.8921, 3.2763], [1.4898, -3.4894, 6.0489], [0.7731, -4.2490, 4.9488], [0.8024, -3.5108, 3.7271], [1.0248, -2.5146, 6.2029], [1.4648, -4.0440, 6.9883], [2.5341, -3.3078, 5.7780], [-0.2692, -4.4091, 5.2153], [1.2411, -5.2266, 4.7827], [1.7265, -3.3826, 3.4893], [-2.8250, -2.7105, 8.7638], [-1.9767, -2.8104, 7.5102], [-1.9112, -4.1575, 7.0441], [-2.4165, -3.3448, 9.5510], [-2.8679, -1.6826, 9.1272], [-3.8439, -3.0545, 8.5695], [-0.9569, -2.4866, 7.7124], [-2.3883, -2.1793, 6.7145], [-2.8101, -4.4434, 6.8548]],
  "forces_ev_per_angstrom": [[-0.731, 0.876, -0.650], [0.940, -0.646, -0.094], [-0.632, 0.098, -0.208], [1.136, -0.006, -0.219], [-0.821, -0.765, -0.020], [0.752, 0.569, 0.021], [0.093, -0.651, 0.583], [-0.378, -0.315, 0.051], [-0.808, 0.395, 0.294], [-0.873, -0.593, -0.850], [0.955, -0.849, 0.660], [0.529, 1.112, -0.585], [-0.755, -0.419, -0.697], [0.273, 1.579, 0.882], [-0.056, -1.614, -0.748], [0.563, 0.265, 0.641], [-0.305, -0.083, -0.169], [-0.113, 0.956, -0.663], [0.849, -0.164, 0.379], [-0.013, 0.636, -0.188], [0.510, -0.423, 0.194], [-0.664, 0.651, 0.116], [0.679, -0.266, 0.714], [0.328, 0.123, -1.039], [-0.731, -0.119, -0.238], [0.087, -0.236, 0.829], [-0.095, 0.173, 0.004], [0.226, -0.453, 0.216], [0.267, -0.379, 0.198], [-0.418, -0.077, 0.297], [0.116, 0.268, -0.021], [-0.146, 0.253, 0.153], [-0.045, -0.044, 0.170], [-0.261, 0.064, 0.111], [-0.059, 0.289, -0.139], [-0.092, 0.074, 0.279], [0.085, 0.142, 0.122], [-0.005, -0.283, -0.040], [0.096, -0.022, -0.245], [0.238, 0.113, 0.114], [-0.252, 0.569, -0.273], [-0.109, -0.479, 0.420], [0.100, -0.179, 0.135], [-0.040, -0.194, -0.059], [-0.288, -0.029, -0.094], [0.045, 0.146, 0.115], [-0.186, -0.095, 0.243], [-0.117, 0.131, -0.227], [0.275, -0.164, -0.152], [-0.140, 0.040, -0.302], [-0.039, -0.081, 0.154], [0.094, 0.065, 0.423], [-0.201, -0.099, 0.044], [-0.056, 0.138, -0.137], [0.230, 0.060, -0.140], [0.084, -0.073, -0.294], [0.159, 0.014, -0.305], [-0.414, -0.140, 0.085], [0.085, 0.061, -0.184], [0.100, 0.039, -0.034], [-0.070, -0.011, 0.030], [0.046, 0.055, 0.100], [-0.039, 0.089, -0.126], [0.138, -0.052, 0.072], [0.032, 0.033, 0.082], [0.003, -0.081, -0.001], [0.332, 0.301, 0.026], [-0.177, -0.220, 0.013], [-0.052, -0.024, -0.028], [0.034, 0.030, 0.003], [-0.059, 0.054, -0.066], [-0.017, -0.005, 0.140], [-0.088, -0.074, -0.126], [-0.003, -0.010, 0.024], [0.029, -0.014, -0.109], [-0.312, -0.260, 0.081], [0.116, 0.119, -0.112], [0.061, 0.060, 0.019], [-0.035, -0.057, -0.011], [0.016, 0.014, 0.115], [-0.081, 0.106, -0.052], [0.192, 0.019, 0.071], [0.018, -0.023, -0.012], [-0.004, 0.017, -0.049], [0.166, 0.144, 0.320], [-0.035, 0.095, -0.294], [-0.051, -0.025, -0.030], [0.019, 0.019, 0.032], [-0.067, -0.053, 0.046], [0.124, -0.055, -0.054], [-0.147, -0.017, -0.050], [0.046, -0.057, -0.022], [0.039, 0.045, -0.019], [0.078, -0.283, 0.285], [-0.169, 0.008, 0.136], [-0.031, 0.055, -0.040], [0.013, -0.025, 0.032], [-0.084, 0.044, 0.035], [0.008, -0.110, -0.103], [-0.031, 0.173, 0.000], [0.023, 0.019, 0.010], [-0.065, 0.022, -0.028], [0.016, -0.082, 0.385], [-0.079, 0.181, -0.091], [0.013, -0.002, -0.034], [-0.002, -0.010, 0.051], [0.097, -0.051, -0.028], [0.003, 0.133, 0.009], [0.001, -0.093, -0.134], [0.073, -0.057, -0.020], [-0.026, -0.028, 0.050], [0.328, 0.123, -0.122], [-0.278, 0.088, 0.027], [-0.045, -0.033, 0.003], [0.027, 0.017, -0.001], [0.021, -0.073, 0.046], [-0.011, 0.043, -0.087], [-0.052, -0.050, 0.113], [-0.029, -0.136, -0.167], [0.034, -0.008, 0.042], [-0.390, -0.158, 0.032], [0.203, 0.062, -0.043], [0.056, 0.047, -0.009], [-0.038, -0.015, 0.005], [-0.020, 0.094, -0.027], [0.036, -0.111, -0.078], [0.083, 0.142, 0.059], [0.013, -0.055, 0.043]],
  "lowdin_charge": [-0.09, -0.25, -0.19, -0.19, -0.15, -0.09, 0.03, -0.02, -0.24, 0.91, -0.25, -0.28, -0.16, -0.53, 0.18, -0.41, 0.79, 0.07, -0.13, -0.12, -0.16, -0.17, -0.16, -0.24, -0.19, -0.11, 0.05, 0.07, 0.07, 0.08, 0.11, 0.11, 0.12, 0.10, 0.11, 0.11, 0.13, 0.12, 0.12, 0.14, 0.07, 0.06, 0.15, 0.14, 0.08, 0.12, 0.11, 0.12, 0.09, 0.11, 0.12, 0.11, 0.12, 0.09, 0.07, 0.09, -0.10, -0.30, -0.09, 0.08, 0.07, 0.06, 0.11, 0.11, 0.04, -0.09, -0.32, -0.10, 0.07, 0.08, 0.08, 0.11, 0.11, 0.09, -0.08, -0.32, -0.09, 0.08, 0.05, 0.08, 0.11, 0.11, 0.08, -0.09, -0.31, -0.10, 0.07, 0.08, 0.07, 0.11, 0.11, 0.08, -0.09, -0.32, -0.11, 0.08, 0.08, 0.07, 0.11, 0.10, 0.09, -0.09, -0.30, -0.09, 0.06, 0.08, 0.08, 0.10, 0.11, 0.07, -0.09, -0.31, -0.10, 0.07, 0.08, 0.07, 0.09, 0.10, 0.04, -0.09, -0.32, -0.09, 0.08, 0.08, 0.07, 0.10, 0.11, 0.08],
  "energy_ha": -3176.341215,
  "charge": 1
}